1.
{"formula": "C4H7N3O3", "method": "ωB97M-V/def2-TZVPD", "elements": ["C", "N", "C", "C", "C", "N", "O", "N", "O", "O", "H", "H", "H", "H", "H", "H", "H"], "positions_angstrom": [[0.333, 1.221, 1.404], [0.201, -0.026, 0.675], [-2.178, 0.738, -0.179], [1.916, -0.647, 0.264], [-0.473, -0.317, -0.393], [2.104, -1.605, -0.653], [-2.899, 0.439, -1.288], [-0.583, -1.293, -1.175], [-2.647, 1.398, 0.711], [2.820, -0.122, 0.868], [-3.732, 0.952, -1.242], [1.366, -2.258, -0.885], [3.049, -1.957, -0.775], [-0.405, -1.105, -2.164], [1.083, 1.068, 2.186], [0.643, 2.034, 0.745], [-0.597, 1.479, 1.902]], "total_energy_ha": -546.50797, "spin_multiplicity": 1, "e_above_lowest_kcal_mol": 84.6, "gap_ev": 8.587, "e_homo_ev": -8.17}

=====

2.
{"formula": "C4H8O2", "method": "ωB97M-V/def2-TZVPD", "elements": ["C", "C", "O", "H", "H", "H", "H", "C", "C", "O", "H", "H", "H", "H"], "positions_angstrom": [[-0.341, 2.246, 0.684], [-1.546, 1.866, 0.306], [-2.353, 0.963, 0.969], [0.079, 3.176, 0.321], [-0.106, 2.045, 1.755], [-2.143, 2.539, -0.336], [-3.243, 1.310, 0.858], [2.039, -2.446, 0.130], [1.822, -1.462, -0.733], [0.641, -1.348, -1.429], [2.902, -2.491, 0.774], [1.299, -3.251, 0.167], [2.425, -0.558, -0.817], [0.312, -0.452, -1.265]], "smiles": "C=CO.C=CO", "total_energy_ha": -307.59293, "spin_multiplicity": 1, "e_above_lowest_kcal_mol": 75.0, "gap_ev": 9.767, "e_homo_ev": -9.09}

=====

3.
{"formula": "C24H48MgNO27", "method": "ωB97M-V/def2-TZVPD", "elements": ["Mg", "N", "O", "O", "O", "C", "O", "C", "O", "O", "C", "H", "H", "H", "H", "H", "H", "C", "O", "C", "O", "O", "C", "H", "H", "H", "H", "H", "H", "C", "O", "C", "O", "O", "C", "H", "H", "H", "H", "H", "H", "C", "O", "C", "O", "O", "C", "H", "H", "H", "H", "H", "H", "C", "O", "C", "O", "O", "C", "H", "H", "H", "H", "H", "H", "C", "O", "C", "O", "O", "C", "H", "H", "H", "H", "H", "H", "C", "O", "C", "O", "O", "C", "H", "H", "H", "H", "H", "H", "C", "O", "C", "O", "O", "C", "H", "H", "H", "H", "H", "H"], "positions_angstrom": [[17.133, 7.781, -17.378], [20.024, 6.656, -16.220], [20.055, 5.410, -16.097], [20.992, 7.347, -15.884], [18.955, 7.252, -16.638], [17.115, 4.331, -15.198], [16.404, 3.907, -16.363], [16.323, 4.702, -17.384], [16.702, 5.857, -17.446], [15.644, 4.090, -18.305], [15.889, 4.433, -19.673], [17.653, 5.266, -15.354], [17.862, 3.591, -14.932], [16.415, 4.518, -14.384], [16.822, 4.035, -20.051], [15.923, 5.528, -19.727], [15.075, 4.068, -20.288], [19.008, -0.319, -20.841], [19.764, 0.078, -19.724], [19.815, 1.349, -19.402], [19.320, 2.250, -20.008], [20.496, 1.457, -18.283], [20.550, 2.772, -17.729], [19.584, -0.604, -21.724], [18.183, 0.345, -21.082], [18.565, -1.291, -20.597], [21.350, 2.705, -16.993], [19.649, 3.099, -17.222], [20.922, 3.486, -18.458], [14.262, 9.579, -15.293], [15.108, 9.132, -14.225], [16.287, 8.688, -14.508], [16.675, 8.398, -15.618], [16.929, 8.524, -13.416], [18.227, 7.890, -13.415], [14.736, 10.388, -15.840], [13.276, 9.816, -14.918], [14.132, 8.705, -15.938], [18.773, 8.468, -14.166], [18.275, 6.843, -13.701], [18.694, 8.068, -12.459], [25.939, 9.828, -20.159], [25.733, 9.920, -18.761], [24.627, 9.427, -18.242], [23.697, 9.027, -18.879], [24.756, 9.388, -16.936], [23.599, 9.134, -16.155], [26.963, 10.118, -20.365], [25.260, 10.443, -20.754], [25.781, 8.814, -20.538], [22.778, 8.813, -16.792], [23.341, 10.054, -15.639], [23.764, 8.285, -15.498], [24.376, 5.873, -16.774], [24.625, 5.629, -15.393], [25.871, 5.544, -14.973], [26.844, 5.934, -15.535], [25.862, 5.013, -13.771], [27.058, 4.976, -13.031], [24.801, 6.837, -17.058], [23.303, 5.821, -16.950], [24.825, 5.093, -17.399], [27.790, 4.271, -13.432], [26.947, 4.699, -11.991], [27.500, 5.969, -13.136], [20.659, 9.672, -18.095], [19.742, 10.713, -18.510], [18.490, 10.522, -18.276], [17.988, 9.518, -17.824], [17.827, 11.572, -18.714], [16.409, 11.594, -18.647], [20.229, 8.706, -18.356], [20.875, 9.764, -17.038], [21.560, 9.780, -18.693], [15.984, 11.363, -19.625], [16.153, 12.640, -18.479], [15.914, 10.999, -17.885], [16.643, 8.899, -21.336], [17.348, 7.689, -21.570], [18.024, 7.192, -20.561], [17.823, 7.418, -19.384], [18.941, 6.387, -21.013], [19.845, 5.749, -20.122], [15.739, 8.757, -20.745], [16.339, 9.242, -22.326], [17.278, 9.717, -20.990], [19.365, 5.510, -19.171], [20.743, 6.322, -19.882], [20.185, 4.820, -20.570], [21.447, 7.957, -12.746], [22.675, 8.143, -12.075], [22.988, 7.298, -11.117], [22.378, 6.319, -10.813], [24.141, 7.676, -10.613], [24.513, 7.152, -9.373], [21.651, 7.313, -13.603], [21.035, 8.898, -13.105], [20.678, 7.506, -12.119], [25.343, 7.677, -8.906], [24.909, 6.131, -9.437], [23.688, 7.071, -8.665]], "charge": 1, "total_energy_ha": -3229.43695, "spin_multiplicity": 1, "e_above_lowest_kcal_mol": 13.5, "gap_ev": 9.006, "e_homo_ev": -11.98}

=====

4.
{"formula": "C23H51FN2O7P", "method": "ωB97M-V/def2-TZVPD", "elements": ["C", "C", "C", "F", "N", "C", "C", "P", "O", "O", "O", "C", "C", "N", "H", "H", "H", "H", "H", "H", "H", "H", "H", "H", "H", "C", "C", "O", "C", "C", "H", "H", "H", "H", "H", "H", "H", "H", "H", "H", "C", "C", "O", "C", "C", "H", "H", "H", "H", "H", "H", "H", "H", "H", "H", "C", "C", "O", "C", "C", "H", "H", "H", "H", "H", "H", "H", "H", "H", "H", "C", "C", "O", "C", "C", "H", "H", "H", "H", "H", "H", "H", "H", "H", "H"], "positions_angstrom": [[-0.474, -3.309, 2.136], [-0.519, -1.776, 2.218], [0.859, -1.193, 2.417], [0.853, -0.059, 3.141], [1.601, -0.931, 1.116], [2.663, -0.168, 1.193], [3.381, 0.058, 0.032], [4.895, 1.071, 0.128], [5.217, 1.338, 1.514], [4.821, 2.367, -0.771], [6.062, 0.168, -0.503], [2.900, -0.522, -1.092], [1.739, -1.314, -1.069], [1.097, -1.498, 0.052], [-1.456, -3.743, 2.290], [-0.041, -3.623, 1.189], [0.179, -3.681, 2.930], [-1.069, -1.545, 3.132], [-1.082, -1.327, 1.402], [1.464, -1.951, 2.920], [2.991, 0.241, 2.139], [4.874, 2.103, -1.704], [5.730, -0.638, -0.920], [3.421, -0.394, -2.037], [1.394, -1.780, -1.980], [0.805, 3.661, 5.762], [1.137, 4.745, 4.751], [2.525, 4.946, 4.559], [3.262, 3.836, 4.090], [2.794, 3.315, 2.741], [1.268, 3.882, 6.724], [-0.274, 3.593, 5.901], [1.163, 2.680, 5.443], [0.746, 5.698, 5.106], [0.645, 4.546, 3.792], [3.260, 3.034, 4.837], [4.294, 4.176, 4.002], [1.765, 2.945, 2.780], [3.434, 2.495, 2.414], [2.831, 4.106, 1.990], [-3.409, -4.534, -1.416], [-3.741, -3.399, -0.462], [-2.814, -2.323, -0.506], [-2.676, -1.664, -1.752], [-3.961, -1.040, -2.261], [-2.407, -4.920, -1.217], [-4.126, -5.346, -1.298], [-3.438, -4.214, -2.458], [-3.715, -3.773, 0.562], [-4.757, -3.033, -0.633], [-2.252, -2.347, -2.499], [-1.935, -0.876, -1.594], [-4.733, -1.786, -2.451], [-3.782, -0.504, -3.193], [-4.358, -0.337, -1.526], [3.541, -3.732, -5.847], [3.130, -2.653, -4.864], [4.001, -1.542, -4.797], [4.198, -0.804, -5.997], [2.923, -0.215, -6.571], [4.544, -4.096, -5.617], [2.846, -4.570, -5.801], [3.553, -3.365, -6.874], [3.115, -3.076, -3.856], [2.108, -2.311, -5.077], [4.710, -1.423, -6.740], [4.884, 0.003, -5.740], [2.208, -0.986, -6.862], [3.149, 0.378, -7.457], [2.434, 0.430, -5.838], [-6.441, 3.389, 2.626], [-6.633, 2.036, 1.963], [-6.021, 1.927, 0.689], [-4.621, 2.106, 0.649], [-3.854, 1.101, 1.494], [-6.816, 4.185, 1.983], [-6.977, 3.423, 3.575], [-5.390, 3.599, 2.831], [-7.697, 1.867, 1.796], [-6.290, 1.229, 2.621], [-4.359, 3.133, 0.929], [-4.330, 1.986, -0.396], [-4.093, 1.188, 2.554], [-2.778, 1.254, 1.382], [-4.095, 0.081, 1.183]], "charge": 1, "total_energy_ha": -1984.10194, "spin_multiplicity": 1, "gap_ev": 6.227, "e_homo_ev": -11.39}

=====

5.
{"formula": "C3H5NS", "method": "ωB97M-V/def2-TZVPD", "elements": ["C", "N", "C", "C", "S", "H", "H", "H", "H", "H"], "positions_angstrom": [[-1.502, 0.697, -0.361], [-0.159, 0.333, -0.653], [0.443, -0.450, 0.180], [1.884, -0.720, 0.231], [3.004, 0.028, -0.662], [-1.701, 0.596, 0.712], [-1.656, 1.782, -0.648], [-2.101, 0.035, -0.927], [-0.186, -0.854, 1.095], [1.974, -1.446, 1.032]], "smiles": "C/N=C/C=S", "total_energy_ha": -570.17820, "spin_multiplicity": 1, "e_above_lowest_kcal_mol": 35.4, "gap_ev": 7.784, "e_homo_ev": -8.94}

=====

6.
{"formula": "C5H8ClI", "method": "ωB97M-V/def2-TZVPD", "elements": ["C", "C", "C", "C", "C", "Cl", "I", "H", "H", "H", "H", "H", "H", "H", "H"], "positions_angstrom": [[-1.232, -0.726, -0.155], [0.069, -0.160, 0.199], [1.280, -1.200, 0.285], [-0.050, 1.198, 0.863], [0.379, 1.181, -0.604], [1.868, 1.630, -1.232], [-1.378, 1.890, -2.205], [-1.339, -1.115, -1.131], [-2.020, 0.060, -0.085], [-1.646, -1.489, 0.660], [1.882, -1.012, 1.083], [1.822, -1.251, -0.622], [0.779, -2.170, 0.354], [-1.030, 1.582, 0.998], [0.617, 1.582, 1.591]], "smiles": "CC1(C)C[C@]1(Cl)I", "total_energy_ha": -953.11599, "spin_multiplicity": 1, "e_above_lowest_kcal_mol": 23.9, "gap_ev": 8.660, "e_homo_ev": -9.27}